1.
C22H25AgF4N4S2 | ωB97M-V/def2-TZVPD

ORCA input file:
```
! wB97M-V def2-TZVPD RIJCOSX def2/J DEFGRID3
* xyz 0 1
Ag 0.19390 -0.35219 0.33081
C -2.93388 -1.90475 0.38316
C -3.09899 -0.39161 0.46444
N -2.09744 0.33718 -0.31786
C -2.21037 0.12931 -1.76611
C -3.56640 0.45383 -2.39603
C -2.07940 1.74740 0.06579
C -0.91197 2.55625 -0.50321
N 0.33980 1.83033 -0.40313
C 1.48211 2.46668 -0.65172
C 2.73189 1.76448 -0.66029
F 2.72670 0.43320 -0.41608
C 3.95324 2.35319 -0.86074
F 5.05551 1.58158 -0.82236
C 4.09054 3.71372 -1.07330
C 2.91318 4.43730 -1.07967
F 2.97721 5.76855 -1.25979
C 1.67513 3.86482 -0.89138
F 0.61958 4.72017 -0.91543
H -3.59886 -2.38947 1.09870
H -1.90574 -2.16947 0.63686
H -3.16244 -2.28826 -0.61214
H -2.96876 -0.09142 1.50588
H -4.12084 -0.11103 0.17406
H -1.95783 -0.91313 -1.97307
H -1.43618 0.73663 -2.23461
H -4.35472 -0.19860 -2.01897
H -3.50302 0.30702 -3.47460
H -3.85468 1.48950 -2.21268
H -1.99960 1.77453 1.15550
H -3.01555 2.25587 -0.20896
H -0.90184 3.48359 0.07498
H -1.11516 2.83741 -1.54635
H 5.05076 4.17720 -1.23654
S 0.17472 0.05975 2.93067
C 0.89308 1.54415 2.70362
N 2.16987 1.73798 2.39206
C 2.66469 3.09418 2.20513
C 1.56957 4.05255 2.68286
S 0.05556 3.05597 2.90405
H 2.72792 0.95033 2.09939
H 2.89989 3.26568 1.15349
H 3.57601 3.22785 2.78929
H 1.36535 4.83614 1.95769
H 1.80739 4.50461 3.64290
N 0.92156 -2.22477 -0.33077
C 0.59643 -3.32793 -0.32852
C 0.25602 -4.70933 -0.31634
C 0.12643 -5.41324 -1.51546
C -0.11358 -6.77440 -1.48170
C -0.22817 -7.43389 -0.26560
C -0.13822 -6.72608 0.92517
C 0.10238 -5.36471 0.90811
H 0.22447 -4.89035 -2.45710
H -0.20752 -7.32595 -2.40748
H -0.38506 -8.50423 -0.24664
H -0.25421 -7.23995 1.86990
H 0.17957 -4.80417 1.83008
*
```

Orbital gap   6.3 eV
Strongest force on any atom   0.98 eV/A
LUMO   -0.26 eV

Löwdin atomic charge list, values in e, 8 entries: atom 1 (Ag): 0.6221, atom 2 (C): -0.0850, atom 3 (C): -0.2663, atom 4 (N): -0.2419, atom 5 (C): -0.2495, atom 6 (C): -0.0766, atom 7 (C): -0.2098, atom 8 (C): -0.2591

=====

2.
C22H25BaNO5PSSi | ωB97M-V/def2-TZVPD

ORCA input file:
```
! wB97M-V def2-TZVPD RIJCOSX def2/J DEFGRID3
* xyz -1 1
Ba -1.69786 -0.20687 2.49055
O -3.42188 1.28268 0.76417
N -2.50982 1.78156 -0.19582
C -1.55885 2.39324 0.37593
C -0.45304 2.92702 -0.46242
C -0.59938 4.11071 -1.17443
C 0.46873 4.62914 -1.88793
C 1.69201 3.97044 -1.88420
C 1.83410 2.78187 -1.18498
C 0.76281 2.24332 -0.47831
P 0.84222 0.61531 0.36823
C 2.58606 0.55110 0.91091
C 2.86788 1.15750 2.13773
C 4.16555 1.17347 2.61956
C 5.18958 0.57641 1.89241
C 4.91183 -0.03573 0.67858
C 3.61292 -0.04843 0.18787
C 0.80213 -0.55158 -1.04285
C 0.57713 -0.17803 -2.36636
C 0.48516 -1.13914 -3.36443
C 0.62185 -2.48431 -3.05592
C 0.83536 -2.86835 -1.73926
C 0.91363 -1.91014 -0.74261
H -3.98119 0.69101 0.24324
H -1.43848 2.53719 1.45698
H -1.55076 4.62716 -1.15535
H 0.35022 5.55366 -2.43867
H 2.53335 4.38233 -2.42695
H 2.78468 2.26175 -1.18547
H 2.05556 1.60693 2.70137
H 4.37407 1.64145 3.57305
H 6.20254 0.58020 2.27590
H 5.70860 -0.50621 0.11541
H 3.39336 -0.53003 -0.75777
H 0.45918 0.86700 -2.62065
H 0.29500 -0.83328 -4.38566
H 0.54145 -3.23358 -3.83305
H 0.91683 -3.91773 -1.48686
H 1.05812 -2.22021 0.28754
O 0.15849 2.41756 5.43293
S -0.35319 1.77966 4.24779
O -1.84609 1.58554 4.27386
O 0.19238 0.37920 4.05167
O -0.05101 2.50895 2.98373
C -2.24091 -4.41438 0.15610
Si -3.12880 -2.72035 0.34746
C -3.06608 -2.10194 -1.47567
C -4.96353 -3.28690 0.47850
H -2.67315 -5.00002 -0.66585
H -2.31591 -5.01152 1.06987
H -1.17672 -4.27419 -0.05474
H -3.44225 -2.87020 -2.16523
H -2.03709 -1.87039 -1.76909
H -3.65171 -1.19253 -1.64872
H -5.23617 -3.96711 -0.33903
H -5.64794 -2.43304 0.44412
H -5.15097 -3.80718 1.42284
*
```

Orbital gap   6.1 eV
Strongest force on any atom   0.40 eV/A
LUMO   2.41 eV

Löwdin atomic charge list, values in e, 8 entries: atom 1 (Ba): 1.6738, atom 2 (O): -0.2116, atom 3 (N): 0.0421, atom 4 (C): -0.1921, atom 5 (C): -0.2102, atom 6 (C): -0.0271, atom 7 (C): -0.0806, atom 8 (C): -0.0801

=====

3.
C22H25Cl3IrN4O4P | ωB97M-V/def2-TZVPD

ORCA input file:
```
! wB97M-V def2-TZVPD RIJCOSX def2/J DEFGRID3
* xyz 0 1
Ir -0.00760 -0.10070 -0.10010
C 3.24620 -0.14300 -0.97910
N 2.34520 -0.17010 0.13750
C 2.69750 0.23700 1.30550
C 1.75600 0.24460 2.35360
C 1.90090 0.54480 3.72480
C 0.66560 0.32910 4.29880
C -0.19630 -0.08560 3.25760
N 0.45450 -0.13380 2.10710
C 2.86640 1.00500 -1.88780
C 1.60000 1.03510 -2.45820
C 1.18960 2.12380 -3.20540
C 2.06580 3.17440 -3.42400
C 3.34730 3.12820 -2.90070
C 3.74120 2.05640 -2.11820
H 3.13260 -1.08910 -1.52370
H 4.29000 -0.03410 -0.65500
H 3.72190 0.55430 1.51780
H 2.80490 0.86380 4.21090
H 0.39450 0.45730 5.32910
H -1.23200 -0.35910 3.32890
H 0.91730 0.19510 -2.30270
H 0.18280 2.15760 -3.59370
H 1.75190 4.03410 -3.99600
H 4.03500 3.94250 -3.08050
H 4.73030 2.04280 -1.68190
Cl 1.44200 5.25340 -0.87440
C 1.33790 4.27040 0.58850
Cl 2.88930 3.48060 0.85240
Cl 0.95000 5.28520 1.97270
C 0.16130 3.17040 0.34170
O -0.96130 3.54220 0.56440
O 0.65070 2.11190 -0.06580
C -1.37750 -3.45600 -0.11650
P 0.10680 -2.54310 -0.66370
C 0.40840 -3.31960 -2.30790
C 1.40650 -3.33870 0.35880
H -1.14220 -4.51350 0.00140
H -2.16990 -3.33440 -0.85400
H -1.72100 -3.04120 0.83190
H 0.36150 -4.40380 -2.21960
H 1.38710 -3.03300 -2.68630
H -0.34730 -2.98140 -3.01430
H 1.31810 -4.42340 0.31080
H 1.27360 -2.99930 1.38360
H 2.39230 -3.03290 0.01420
C -4.16320 1.86450 -1.85500
N -3.92600 0.87480 -0.83020
C -4.88390 0.42980 0.02840
C -4.59070 -0.41260 1.03320
C -3.21400 -0.84540 1.26210
O -2.89220 -1.61450 2.15520
N -2.30960 -0.35430 0.36140
C -2.63280 0.44850 -0.65030
O -1.74380 0.78020 -1.46250
H -5.22200 2.10830 -1.90320
H -3.82350 1.48530 -2.81920
H -3.58940 2.76520 -1.62580
H -5.89100 0.77710 -0.15490
H -5.34880 -0.77660 1.70570
*
```

Orbital gap (alpha / beta)   6.6 / 6.6 eV
Strongest force on any atom   4.24 eV/A
LUMO (alpha / beta)   -1.25 / -1.25 eV

Löwdin atomic charge list, values in e, 8 entries: atom 1 (Ir): 1.2431, atom 2 (C): -0.1762, atom 3 (N): -0.0717, atom 4 (C): -0.1292, atom 5 (C): -0.3405, atom 6 (C): -0.0404, atom 7 (C): -0.0745, atom 8 (C): -0.1311

=====

4.
C22H25Cl4N4NiO | ωB97M-V/def2-TZVPD

ORCA input file:
```
! wB97M-V def2-TZVPD RIJCOSX def2/J DEFGRID3
* xyz 1 3
Ni 0.45908 0.87343 0.28127
O -0.55167 -0.50975 -0.71469
H -1.02704 -0.74951 -1.50167
N -1.08605 1.03822 1.91939
C -2.29130 0.47485 1.73021
C -3.15420 0.14769 2.75529
C -2.75178 0.39459 4.07289
C -1.48652 0.92959 4.28731
C -0.69369 1.25235 3.19831
H -2.57790 0.27667 0.70478
H -4.12318 -0.25730 2.50546
H -3.35484 0.25231 4.95862
H -1.17364 1.21294 5.28211
H 0.22514 1.81260 3.30446
N -0.22638 2.53041 -0.99826
C -0.10441 3.84244 -0.66858
C -0.80838 4.82502 -1.33027
C -1.52185 4.47434 -2.45770
C -1.49603 3.18423 -2.95107
C -0.88692 2.23818 -2.13727
H 0.47010 4.04144 0.22602
H -0.75147 5.84595 -0.98050
H -2.07510 5.20482 -3.03488
H -2.00760 3.02911 -3.88863
H -0.78275 1.20347 -2.43252
N 2.02919 0.67731 -1.28902
C 2.91550 1.66225 -1.60363
C 3.89148 1.54577 -2.56213
C 3.89301 0.43998 -3.38709
C 3.08046 -0.62858 -3.04382
C 2.16502 -0.44032 -2.02117
H 2.82234 2.58437 -1.04397
H 4.59674 2.34839 -2.72848
H 4.61653 0.31798 -4.18237
H 3.14387 -1.54214 -3.61537
H 1.52622 -1.28360 -1.80448
N 1.46758 -0.62107 1.36984
C 0.86214 -1.79761 1.63240
C 1.29243 -2.64574 2.63516
C 2.39043 -2.30755 3.40107
C 3.11969 -1.19679 3.04524
C 2.61073 -0.37884 2.05375
H 0.00184 -2.14452 1.07705
H 0.68444 -3.48169 2.95264
H 2.67663 -2.86074 4.28609
H 4.04314 -0.86051 3.49489
H 3.16533 0.47075 1.67448
C -3.68407 -2.91432 -0.00783
Cl -4.96967 -2.57984 1.17629
Cl -4.06975 -2.15245 -1.57136
H -2.71235 -2.57252 0.33867
H -3.67820 -3.99423 -0.09087
C -0.80638 -4.10854 -2.41150
Cl 0.26775 -4.79789 -3.64386
Cl -2.04420 -5.23698 -1.88133
H -0.16158 -3.81355 -1.59166
H -1.35791 -3.25488 -2.78771
*
```

Orbital gap (alpha / beta)   9.3 / 8.6 eV
Strongest force on any atom   2.26 eV/A
LUMO (alpha / beta)   -2.40 / -2.98 eV

Löwdin atomic charge list, values in e, 8 entries: atom 1 (Ni): 0.6847, atom 2 (O): -0.3953, atom 3 (H): -0.0617, atom 4 (N): 0.0129, atom 5 (C): -0.1216, atom 6 (C): -0.0452, atom 7 (C): -0.0322, atom 8 (C): -0.0547

=====

Question: Among the records above, which one has the lowest strongest force on any atom?
Answer: C22H25BaNO5PSSi